2 unconnected molecules or ions with the total composition C6H16OSSi, computed with ωB97M-V/def2-TZVPD.

Each line ends with the Mulliken charge.
Cartesian coordinates (Å):
S1 3.26916 -1.34860 2.33249  -0.198
Si1 -0.85128 0.64163 -0.48782  -0.113
O1 -1.37293 -0.81875 -0.07963  -0.005
C1 -1.62823 -1.69904 0.96858  -0.518
C2 0.12157 1.92397 1.85201  -1.044
C3 -0.70873 -0.07201 -3.19544  -1.200
C4 2.96589 -1.73768 0.51319  -0.602
C5 -1.08835 1.72689 1.02018  -0.444
C6 -1.46000 0.81736 -2.26462  -0.431
H1 -1.47921 1.97830 -2.45531  0.308
H2 -1.43197 -2.76281 0.71457  0.286
H3 0.86379 1.11607 1.86492  0.189
H4 -1.61543 2.65501 0.83199  0.426
H5 -0.78438 -1.09060 -2.98846  0.336
H6 -0.09533 2.07926 2.87058  0.345
H7 0.36767 0.16647 -3.06517  0.309
H8 2.13202 -2.44371 0.55567  0.219
H9 2.69182 -0.75969 0.00136  0.189
H10 -1.90985 1.09631 1.42155  0.280
H11 3.95662 -2.19612 0.18808  0.280
H12 -0.86631 0.37807 -4.16323  0.352
H13 -2.60059 0.65287 -2.40341  0.328
H14 0.81093 2.63514 1.42046  0.355
H15 1.92680 -1.54988 2.61135  0.090
H16 -1.21368 -1.38846 1.93612  0.263

Results
Energy above the lowest of the compared OMol25 structures with the same formula, charge and spin = 1.6910 eV
Orbital gap (spin up / spin down) = 6.852 / 8.043 eV
HOMO level (spin up / spin down) = -6.7 / -8.3 eV
2S+1 = 1
DFT total energy = -27237.990 eV